The following is a DFT calculation (wB97M-V/def2-TZVPD) of the molecule C3H3NS at a distorted geometry.

Properties
**Total charge**: 0
**Structure (SMILES)**: CC(=S)C#N
**Energy above the lowest of the compared OMol25 structures with the same formula, charge and spin**: 9.0 kcal per mole
**Kohn-Sham gap**: 0.297 hartree

Last column: Mulliken charge in e.
Cartesian coordinates (Å):
C 0.48 0.09 0.84  -0.999
C -0.60 -0.11 -0.20  0.333
S -2.18 -0.27 0.13  -0.163
C -0.14 -0.02 -1.56  0.219
N 0.01 0.14 -2.70  -0.336
H 0.22 0.43 1.83  0.351
H 1.25 0.70 0.48  0.341
H 0.95 -0.96 1.19  0.253

---

The following is a DFT calculation (wB97M-V/def2-TZVPD) of the molecule C3H3NS at a distorted geometry.

Properties
**Total charge**: 0
**Structure (SMILES)**: C#CCN=S
**Energy above the lowest of the compared OMol25 structures with the same formula, charge and spin**: 74.9 kcal per mole
**Kohn-Sham gap**: 0.270 hartree

Last column: Mulliken charge in e.
Cartesian coordinates (Å):
C -0.48 -1.57 -0.54  0.247
C -0.10 -0.45 -0.36  -0.417
C 0.41 0.97 -0.19  -0.620
N 1.11 1.92 -1.19  -0.177
S 0.55 3.33 -1.37  -0.022
H -0.84 -2.55 -0.59  0.416
H -0.44 1.52 0.24  0.344
H 1.20 0.88 0.57  0.229

---

The following is a DFT calculation (wB97M-V/def2-TZVPD) of C3H3NaO as an isolated structure.

Properties
**Total charge**: +1
**Spin multiplicity**: 2
**Energy above the lowest of the compared OMol25 structures with the same formula, charge and spin**: 0.0 kcal per mole
**Kohn-Sham gap (alpha / beta)**: 0.366 / 0.297 hartree

Last column: Mulliken charge in e.
Cartesian coordinates (Å):
H 1.07 1.41 0.76  0.248
O -0.14 -0.32 1.13  -0.230
C 0.10 0.99 0.47  -0.121
C 0.03 0.21 -0.80  -0.305
C -0.27 -0.97 -0.03  -0.167
H -0.72 1.69 0.68  0.239
H 0.27 0.40 -1.84  0.338
Na -0.35 -3.41 -0.37  0.999

---

The following is a DFT calculation (wB97M-V/def2-TZVPD) of C3H3NaO2 as an isolated structure at a distorted geometry.

Properties
**Total charge**: 0
**Energy above the lowest of the compared OMol25 structures with the same formula, charge and spin**: 92.9 kcal per mole
**Kohn-Sham gap**: 0.220 hartree

Last column: Mulliken charge in e.
Cartesian coordinates (Å):
O -0.32 -0.88 0.71  -0.522
C -0.24 1.34 -0.40  -0.389
C 1.12 -0.89 0.47  -0.134
C 0.34 0.27 0.17  0.289
H 0.06 1.70 -1.46  0.209
H 1.43 -1.57 -0.33  0.188
H 1.71 -0.94 1.39  0.189
O -1.52 1.25 -0.75  -0.849
Na -2.59 -0.29 0.21  1.019

---

The following is a DFT calculation (wB97M-V/def2-TZVPD) of C3H3NiO as an isolated structure at a distorted geometry.

Properties
**Total charge**: -1
**Spin multiplicity**: 3
**Kohn-Sham gap (alpha / beta)**: 0.310 / 0.290 hartree

Last column: Mulliken charge in e.
Cartesian coordinates (Å):
C 0.07 -0.39 0.11  -0.153
C -0.01 0.41 -1.22  -0.497
C 0.96 0.55 -0.12  -0.190
H -0.79 1.18 -1.38  0.178
H 0.26 -0.10 -2.16  0.156
H 1.92 0.99 0.16  0.305
O -1.46 -1.26 3.13  -0.870
Ni -0.95 -1.37 1.47  0.071

---

The following is a DFT calculation (wB97M-V/def2-TZVPD) of the molecule C3H3O2P at a distorted geometry.

Properties
**Total charge**: 0
**Energy above the lowest of the compared OMol25 structures with the same formula, charge and spin**: 98.0 kcal per mole
**Kohn-Sham gap (alpha / beta)**: 0.262 / 0.309 hartree

Last column: Mulliken charge in e.
Cartesian coordinates (Å):
C 0.79 -0.08 0.38  -0.493
C 1.72 -0.81 -0.09  -0.334
C -0.74 -0.54 0.60  0.782
O -1.07 -1.36 1.40  -0.497
O -1.47 0.04 -0.27  -0.198
P -1.13 1.07 -1.45  0.009
H 0.88 1.08 0.53  0.288
H 2.32 -1.58 -0.55  0.391
H -1.29 2.17 -0.54  0.053

---

The following is a DFT calculation (wB97M-V/def2-TZVPD) of C3H3O2S as an isolated structure at a distorted geometry.

Properties
**Total charge**: -1
**Energy above the lowest of the compared OMol25 structures with the same formula, charge and spin**: 93.5 kcal per mole
**Kohn-Sham gap (alpha / beta)**: 0.289 / 0.289 hartree

Last column: Mulliken charge in e.
Cartesian coordinates (Å):
C -0.92 -0.07 -0.32  -0.012
C -1.88 -0.13 -1.16  -0.368
C -0.39 0.96 0.55  -0.897
O 2.00 -0.71 0.14  -0.544
O 1.02 -2.29 -1.37  -0.517
S 0.86 -1.56 -0.10  0.562
H -0.96 1.04 1.44  0.232
H 0.73 0.79 0.63  0.285
H -0.46 1.97 0.19  0.259

---

The following is a DFT calculation (wB97M-V/def2-TZVPD) of a 2-piece molecular cluster, C3H3O2S overall at a distorted geometry.

Properties
**Total charge**: -1
**Spin multiplicity**: 3
**Energy above the lowest of the compared OMol25 structures with the same formula, charge and spin**: 61.7 kcal per mole
**Kohn-Sham gap (alpha / beta)**: 0.203 / 0.311 hartree

Last column: Mulliken charge in e.
Cartesian coordinates (Å):
C -1.05 1.25 -0.31  -0.248
C 0.03 0.52 -0.64  -0.515
C -1.31 -0.14 -0.69  -0.390
O 0.76 -1.21 2.47  -0.573
O 2.62 -1.69 0.99  -0.608
S 1.19 -1.25 1.04  0.337
H -1.51 2.12 -0.02  0.429
H 0.96 0.55 -1.08  0.439
H -1.69 -0.15 -1.76  0.128

---

The following is a DFT calculation (wB97M-V/def2-TZVPD) of an isolated ion of composition C3H3O3 and charge +1 at a distorted geometry.

Properties
**Total charge**: +1
**Energy above the lowest of the compared OMol25 structures with the same formula, charge and spin**: 45.3 kcal per mole
**Kohn-Sham gap**: 0.366 hartree

Last column: Mulliken charge in e.
Cartesian coordinates (Å):
C 1.69 0.03 0.02  0.634
C 0.21 0.61 -0.50  -0.035
C -0.77 0.02 0.34  0.000
O 2.17 -1.00 0.23  -0.221
O -1.83 -0.41 -0.24  -0.372
O 1.39 1.22 0.03  -0.184
H -0.02 0.93 -1.56  0.386
H -0.51 -0.23 1.37  0.346
H -2.34 -1.16 0.30  0.445

---

The following is a DFT calculation (wB97M-V/def2-TZVPD) of an isolated ion of composition C3H3O3P and charge -2 at a distorted geometry.

Properties
**Total charge**: -2
**Structure (SMILES)**: O=P([O-])([O-])C1=CC1
**Energy above the lowest of the compared OMol25 structures with the same formula, charge and spin**: 5.0 kcal per mole
**Kohn-Sham gap**: 0.215 hartree

Last column: Mulliken charge in e.
Cartesian coordinates (Å):
O 3.58 0.51 -1.43  -0.816
P 3.24 0.04 -0.03  0.720
O 3.50 1.02 1.08  -0.795
O 3.71 -1.39 0.16  -0.809
C 1.31 -0.09 0.10  0.013
C 0.32 -0.89 0.48  -0.459
C -0.09 0.32 -0.26  -0.550
H -0.24 -1.44 1.15  0.352
H -0.57 0.19 -1.27  0.146
H -0.54 1.05 0.29  0.199

---

The following is a DFT calculation (wB97M-V/def2-TZVPD) of a 2-piece molecular cluster, C3H3O3P overall at a distorted geometry.

Properties
**Total charge**: 0
**Structure (SMILES)**: C=CP=O.O=C=O
**Energy above the lowest of the compared OMol25 structures with the same formula, charge and spin**: 31.2 kcal per mole
**Kohn-Sham gap**: 0.308 hartree

Last column: Mulliken charge in e.
Cartesian coordinates (Å):
C 0.58 1.15 1.06  -0.575
C 1.60 0.63 0.35  -0.228
P 1.44 -0.99 -0.53  0.287
O 0.15 -1.59 -0.18  -0.399
H -0.24 0.47 1.15  0.252
H 0.61 1.92 1.76  0.324
H 2.56 1.06 0.07  0.330
O -3.26 -0.72 -0.69  -0.380
C -2.27 -0.92 -1.27  0.776
O -1.18 -1.01 -1.72  -0.387

---

The following is a DFT calculation (wB97M-V/def2-TZVPD) of C3H3O3Tb as an isolated structure at a distorted geometry.

Properties
**Total charge**: +2
**Spin multiplicity**: 7
**Energy above the lowest of the compared OMol25 structures with the same formula, charge and spin**: 62.2 kcal per mole
**Kohn-Sham gap (alpha / beta)**: 0.280 / 0.200 hartree

Last column: Mulliken charge in e.
Cartesian coordinates (Å):
C -0.29 1.11 -0.02  1.202
C 0.13 -1.07 -0.81  -0.032
O -0.54 0.18 -0.92  -0.238
O 0.31 0.86 1.06  -0.886
C -0.35 -1.99 0.16  0.009
H 0.11 -1.56 -1.80  0.409
H 1.21 -1.23 -0.32  0.328
H 0.05 -1.74 1.16  0.320
O -0.63 2.30 -0.28  -0.855
Tb 0.00 3.13 1.77  1.743

---

The following is a DFT calculation (wB97M-V/def2-TZVPD) of C3H3O3Tl as an isolated structure at a distorted geometry.

Properties
**Total charge**: 0
**Energy above the lowest of the compared OMol25 structures with the same formula, charge and spin**: 61.7 kcal per mole
**Kohn-Sham gap**: 0.253 hartree

Last column: Mulliken charge in e.
Cartesian coordinates (Å):
H 1.08 -0.98 0.70  0.305
C 1.04 -0.38 -0.23  -0.307
C 0.15 -1.10 -1.21  0.122
O -1.07 -0.80 -1.16  -0.443
C -0.64 0.87 0.76  -0.235
O -1.45 1.74 0.39  -0.505
O 0.54 0.90 0.09  -0.222
H 2.05 -0.27 -0.66  0.296
H 0.42 -2.17 -1.34  0.287
Tl -2.13 2.19 2.66  0.701

---

The following is a DFT calculation (wB97M-V/def2-TZVPD) of an isolated ion of composition C3H3O4 and charge -1 at a distorted geometry.

Properties
**Total charge**: -1
**Structure (SMILES)**: CC1(C(=O)[O-])OO1
**Energy above the lowest of the compared OMol25 structures with the same formula, charge and spin**: 96.5 kcal per mole
**Kohn-Sham gap**: 0.303 hartree

Last column: Mulliken charge in e.
Cartesian coordinates (Å):
C 0.88 -0.67 0.99  -1.087
C 0.07 0.05 -0.56  0.792
C -1.15 1.06 -0.32  0.362
O -1.29 1.82 -1.26  -0.661
O -1.80 0.80 0.72  -0.704
O 0.86 0.11 -1.68  -0.339
O -0.24 -0.80 -1.56  -0.328
H 0.60 0.03 1.79  0.316
H 1.85 -0.99 0.62  0.354
H 0.22 -1.42 1.25  0.295

---

The following is a DFT calculation (wB97M-V/def2-TZVPD) of the molecule C3H3OP at a distorted geometry.

Properties
**Total charge**: 0
**Energy above the lowest of the compared OMol25 structures with the same formula, charge and spin**: 65.0 kcal per mole
**Kohn-Sham gap (alpha / beta)**: 0.270 / 0.263 hartree

Last column: Mulliken charge in e.
Cartesian coordinates (Å):
C -0.59 -0.54 -0.04  -0.381
C 0.58 -0.76 -0.84  0.421
C -0.26 0.84 0.50  -0.542
O 0.95 -1.51 -1.69  -0.507
P 1.65 0.61 0.10  0.063
H -1.14 -1.30 0.49  0.329
H -0.49 1.01 1.56  0.334
H -0.69 1.65 -0.08  0.285

---

The following is a DFT calculation (wB97M-V/def2-TZVPD) of the molecule C3H3OP at a distorted geometry.

Properties
**Total charge**: 0
**Structure (SMILES)**: OP=c1cc1
**Energy above the lowest of the compared OMol25 structures with the same formula, charge and spin**: 73.9 kcal per mole
**Kohn-Sham gap**: 0.289 hartree

Last column: Mulliken charge in e.
Cartesian coordinates (Å):
O -1.19 -1.37 1.70  -0.526
P -1.05 0.32 1.62  -0.003
C 0.04 0.42 0.19  -0.016
C 0.64 1.21 -0.83  -0.092
C 0.79 -0.15 -1.02  -0.379
H -1.52 -1.77 0.79  0.323
H 0.93 2.24 -1.08  0.324
H 1.36 -0.91 -1.37  0.369

---

The following is a DFT calculation (wB97M-V/def2-TZVPD) of the molecule C3H3OP at a distorted geometry.

Properties
**Total charge**: 0
**Structure (SMILES)**: C=CP=C=O
**Energy above the lowest of the compared OMol25 structures with the same formula, charge and spin**: 30.8 kcal per mole
**Kohn-Sham gap**: 0.326 hartree

Last column: Mulliken charge in e.
Cartesian coordinates (Å):
C 0.41 -0.29 0.07  -0.539
C -0.87 -0.05 -0.10  -0.120
P -2.35 -1.12 0.02  -0.251
C -3.29 0.19 0.10  0.600
O -3.99 1.08 -0.05  -0.312
H 0.79 -1.29 0.26  0.249
H 1.07 0.57 -0.06  0.228
H -1.29 0.98 -0.28  0.145

---

The following is a DFT calculation (wB97M-V/def2-TZVPD) of the molecule C3H3P3 at a distorted geometry.

Properties
**Total charge**: 0
**Structure (SMILES)**: P#C[PH]#CC#[PH2]
**Energy above the lowest of the compared OMol25 structures with the same formula, charge and spin**: 46.6 kcal per mole
**Kohn-Sham gap**: 0.324 hartree

Last column: Mulliken charge in e.
Cartesian coordinates (Å):
P -3.48 -1.76 0.06  -0.183
C -2.27 -1.07 0.81  0.204
P -1.09 -0.21 1.78  -0.149
C -0.01 0.38 0.51  -0.028
C 0.73 0.88 -0.28  0.233
P 1.59 1.35 -1.71  -0.233
H -0.20 -1.27 1.85  0.049
H 2.84 1.74 -1.10  0.053
H 1.90 -0.04 -1.91  0.053

---

The following is a DFT calculation (wB97M-V/def2-TZVPD) of the molecule C3H3PS at a distorted geometry.

Properties
**Total charge**: 0
**Energy above the lowest of the compared OMol25 structures with the same formula, charge and spin**: 58.2 kcal per mole
**Kohn-Sham gap (alpha / beta)**: 0.240 / 0.252 hartree

Last column: Mulliken charge in e.
Cartesian coordinates (Å):
C -0.60 -0.19 0.32  0.415
C -0.32 -1.50 0.25  0.113
C 0.39 0.68 -0.33  -1.283
P -1.75 1.18 1.12  0.083
S 0.12 -2.97 0.22  -0.375
H 1.03 1.13 0.38  0.381
H 0.12 1.60 -1.02  0.325
H 1.00 0.07 -0.94  0.342

---

The following is a DFT calculation (wB97M-V/def2-TZVPD) of a 16-piece molecular cluster, C3H40NO15 overall at a distorted geometry.

Properties
**Total charge**: 0
**Spin multiplicity**: 2
**Energy above the lowest of the compared OMol25 structures with the same formula, charge and spin**: 0.0 kcal per mole
**Kohn-Sham gap (alpha / beta)**: 0.089 / 0.409 hartree

Last column: Mulliken charge in e.
Cartesian coordinates (Å):
C -1.69 1.58 -1.03  -0.721
C -2.85 1.55 -0.07  -0.161
C -3.70 2.83 -0.14  -1.478
N -1.06 0.20 -0.89  0.109
H -2.01 1.67 -2.06  0.407
H -0.98 2.35 -0.76  0.115
H -2.44 1.51 0.95  -0.068
H -3.49 0.67 -0.15  0.491
H -4.29 2.91 0.78  0.387
H -3.16 3.76 -0.15  0.317
H -4.44 2.65 -0.92  0.417
H -0.91 0.09 0.11  0.133
H -1.66 -0.53 -1.28  0.241
H -0.15 0.16 -1.32  0.068
H -1.81 -1.66 -3.90  0.200
H -3.11 -2.45 -3.28  0.235
O -2.30 -1.96 -3.13  -0.344
H 1.08 0.47 3.10  0.359
H 2.05 -0.78 2.99  0.213
O 1.97 0.16 2.79  -0.714
H 4.60 2.16 1.83  0.318
H 3.47 1.21 2.02  0.282
O 4.28 1.32 1.50  -0.629
H 0.27 1.64 -3.76  0.237
H 0.48 0.23 -3.20  0.172
O -0.17 0.95 -3.24  -0.516
H 3.46 -0.66 -0.61  0.153
H 4.23 0.66 -0.30  0.313
O 3.44 0.30 -0.72  -0.503
H -0.99 -0.24 3.25  0.273
H -0.87 1.24 3.43  0.341
O -0.48 0.41 3.76  -0.848
H 3.24 2.22 -2.17  0.307
H 2.05 2.60 -1.29  0.280
O 2.35 2.60 -2.21  -0.645
H 2.09 -2.18 -2.08  0.183
H 2.36 -1.66 -3.52  0.279
O 1.69 -1.73 -2.83  -0.564
H -0.26 3.46 1.74  0.196
H -0.22 4.59 0.78  0.292
O -0.78 3.84 1.02  -0.528
H -1.99 -2.07 1.36  -0.119
H -2.80 -0.86 1.77  0.343
O -1.91 -1.22 1.83  -0.280
H -1.35 -4.02 0.75  0.197
H -1.40 -4.59 2.14  0.288
O -0.79 -4.11 1.55  -0.466
H 1.89 -1.86 0.85  0.282
H 1.11 -0.98 -0.03  0.029
O 1.73 -1.72 -0.10  -0.202
H 2.39 -4.10 2.14  0.308
H 1.07 -3.67 2.27  0.250
O 1.94 -3.24 2.27  -0.570
H -0.56 -2.59 -0.63  0.304
H -1.61 -3.03 -1.61  0.126
O -1.52 -2.65 -0.71  -0.345
H 1.99 0.86 -0.28  0.253
H 1.32 0.73 1.17  0.008
O 1.16 0.98 0.24  -0.008